Here is C47H45N4OPbSi as an isolated structure from the OMol25 dataset. Energies are from ωB97M-V/def2-TZVPD.

```
99
Properties=species:S:1:pos:R:3:lowdin_charge:R:1
Pb 1.788 0.122 -0.921 1.452
C -0.213 5.159 -2.675 -0.091
C 0.151 5.391 -1.355 -0.076
C 0.307 4.345 -0.457 -0.032
C 0.065 3.018 -0.851 -0.347
C -0.236 2.800 -2.199 -0.099
C -0.382 3.849 -3.095 -0.074
N 0.237 1.889 -0.011 -0.089
C 0.356 2.098 1.369 -0.253
C -0.470 2.960 2.121 -0.048
C -0.335 3.088 3.484 -0.041
C 0.654 2.395 4.192 -0.059
C 1.541 1.622 3.491 -0.025
C 1.413 1.493 2.100 -0.212
N 2.422 0.873 1.342 -0.033
N 3.524 0.720 1.872 0.135
C 4.527 0.152 1.031 -0.342
C 5.763 -0.072 1.607 0.006
C 6.755 -0.639 0.822 -0.022
C 6.477 -0.946 -0.501 -0.026
C 5.214 -0.661 -0.994 -0.111
N 4.259 -0.120 -0.242 -0.016
H -0.331 5.982 -3.367 0.104
H 0.332 6.404 -1.016 0.109
H 0.619 4.564 0.553 0.111
H -0.346 1.783 -2.551 0.055
H -0.627 3.632 -4.129 0.111
H -1.226 3.530 1.608 0.081
H -1.015 3.741 4.019 0.114
H 0.733 2.492 5.267 0.111
H 2.352 1.103 3.983 0.108
H 5.915 0.183 2.647 0.126
H 7.733 -0.843 1.240 0.121
H 7.223 -1.388 -1.147 0.117
H 4.959 -0.866 -2.029 0.120
C -3.035 -3.016 1.791 -0.043
C -3.679 -2.712 0.602 -0.061
C -3.402 -1.514 -0.037 -0.092
C -2.494 -0.605 0.525 -0.270
C -1.849 -0.923 1.725 -0.078
C -2.124 -2.127 2.350 -0.059
Si -2.415 0.986 -0.338 0.993
C -2.944 2.476 0.536 -0.294
C -3.390 2.371 1.861 -0.090
C -3.855 3.491 2.531 -0.067
C -3.870 4.722 1.888 -0.049
C -3.432 4.840 0.572 -0.049
C -2.976 3.724 -0.106 -0.096
C -2.759 0.963 -2.134 -0.277
C -3.903 1.647 -2.562 -0.076
C -4.279 1.622 -3.899 -0.056
C -3.509 0.928 -4.820 -0.052
C -2.371 0.241 -4.408 -0.055
C -2.007 0.250 -3.075 -0.121
H -3.238 -3.957 2.287 0.115
H -4.384 -3.408 0.166 0.114
H -3.888 -1.290 -0.982 0.109
H -1.136 -0.233 2.168 0.102
H -1.636 -2.382 3.279 0.101
H -3.378 1.410 2.363 0.110
H -4.204 3.405 3.552 0.115
H -4.231 5.597 2.414 0.114
H -3.446 5.804 0.078 0.115
H -2.616 3.824 -1.126 0.105
H -4.511 2.201 -1.854 0.107
H -5.168 2.151 -4.218 0.113
H -3.798 0.916 -5.864 0.113
H -1.774 -0.306 -5.128 0.114
H -1.123 -0.302 -2.766 0.080
C 1.162 -2.570 -3.301 -0.072
C 0.256 -3.499 -2.500 -0.362
C -1.152 -2.929 -2.339 -0.059
C 0.786 -3.985 -1.154 -0.131
C 0.810 -5.368 -0.993 -0.049
C 1.179 -5.969 0.195 -0.085
C 1.550 -5.149 1.242 -0.053
C 1.557 -3.759 1.141 -0.132
C 2.153 -3.043 2.343 -0.352
C 1.405 -1.820 2.854 -0.060
C 3.629 -2.768 2.046 -0.047
C 1.151 -3.144 -0.072 -0.254
O 1.053 -1.796 -0.215 -0.386
H 0.727 -2.370 -4.284 0.083
H 2.147 -3.017 -3.454 0.089
H 1.301 -1.616 -2.805 -0.038
H 0.165 -4.402 -3.107 0.123
H -1.132 -2.061 -1.680 0.046
H -1.806 -3.671 -1.878 0.089
H -1.587 -2.645 -3.304 0.080
H 0.519 -5.987 -1.836 0.111
H 1.182 -7.047 0.300 0.103
H 1.862 -5.595 2.183 0.113
H 2.134 -3.764 3.164 0.126
H 1.172 -1.131 2.053 0.031
H 1.995 -1.305 3.618 0.078
H 0.464 -2.117 3.313 0.064
H 3.730 -2.168 1.143 0.056
H 4.157 -3.706 1.868 0.091
H 4.117 -2.250 2.878 0.081
```

## Properties
Net charge: +1
Electronic energy (eV): -70597.12162
Orbital gap (eV): 5.74
HOMO (eV): -9.6

=====

Here is C47H46FInN8O4 as an isolated structure from the OMol25 dataset. Energies are from ωB97M-V/def2-TZVPD.

```
107
Properties=species:S:1:pos:R:3:lowdin_charge:R:1
In 1.179 1.849 0.100 1.160
N 3.662 3.100 -10.202 0.145
C 3.428 2.978 -9.080 -0.184
C 3.122 2.818 -7.674 -0.237
C 1.802 2.919 -7.239 -0.024
C 1.502 2.738 -5.899 -0.013
C 2.510 2.461 -4.979 -0.196
C 3.827 2.386 -5.418 -0.013
C 4.136 2.556 -6.758 -0.023
C 2.172 2.216 -3.542 -0.105
C 1.573 0.980 -3.228 -0.273
C 1.252 -0.095 -4.097 -0.047
C 0.713 -1.105 -3.302 -0.109
C 0.729 -0.606 -1.984 -0.252
N 1.244 0.634 -1.941 -0.015
C 2.457 3.223 -2.622 -0.235
C 3.035 4.494 -2.941 -0.038
C 3.088 5.212 -1.768 -0.077
C 2.535 4.368 -0.773 -0.255
N 2.161 3.178 -1.249 -0.074
H 1.020 3.137 -7.956 0.117
H 0.477 2.811 -5.555 0.126
H 4.613 2.186 -4.699 0.127
H 5.160 2.486 -7.101 0.118
H 1.403 -0.114 -5.168 0.102
H 0.351 -2.076 -3.621 0.079
H 0.390 -1.090 -1.076 0.064
H 3.338 4.815 -3.929 0.105
H 3.466 6.215 -1.616 0.090
H 2.365 4.638 0.262 0.054
F -2.749 -3.378 -2.227 0.070
C -2.623 -3.143 -0.904 -0.190
C -2.077 -1.961 -0.499 0.086
C -1.955 -1.666 0.853 -0.039
C -1.314 -0.402 1.273 -0.304
O -1.023 0.444 0.441 0.014
C -1.105 -0.274 2.693 -0.024
C -1.686 -1.153 3.535 0.041
N -2.409 -2.250 3.142 0.004
C -3.155 -2.992 4.139 -0.266
C -4.073 -2.217 5.032 -0.077
C -4.642 -3.112 3.976 -0.103
C -2.458 -2.576 1.792 -0.122
C -2.974 -3.802 1.355 0.051
C -3.060 -4.106 0.008 -0.143
N -3.558 -5.388 -0.377 -0.112
C -3.292 -5.920 -1.715 -0.122
C -3.580 -7.445 -1.670 -0.061
N -3.621 -7.848 -0.223 0.049
C -4.847 -7.282 0.438 -0.067
C -4.895 -5.778 0.069 -0.109
C -0.229 0.804 3.303 -0.601
O -0.498 1.169 4.460 0.018
O 0.751 1.192 2.583 -0.125
H -1.761 -1.225 -1.236 0.135
H -1.588 -1.005 4.605 0.152
H -2.620 -3.831 4.570 0.149
H -4.133 -1.147 4.869 0.119
H -4.154 -2.515 6.069 0.112
H -5.087 -2.646 3.104 0.113
H -5.124 -4.032 4.283 0.103
H -3.300 -4.531 2.089 0.118
H -2.253 -5.735 -1.966 0.135
H -3.909 -5.465 -2.489 0.131
H -2.810 -8.013 -2.178 0.135
H -4.540 -7.690 -2.112 0.135
H -2.835 -7.371 0.217 0.177
H -3.544 -8.851 -0.093 0.184
H -4.749 -7.437 1.509 0.133
H -5.720 -7.817 0.080 0.134
H -5.194 -5.187 0.926 0.124
H -5.633 -5.613 -0.725 0.137
O 3.449 0.492 1.518 -0.134
N 3.059 -0.721 1.779 -0.214
C 2.916 -1.138 3.061 -0.005
C 2.500 -2.418 3.351 -0.043
C 2.223 -3.311 2.325 -0.072
C 2.386 -2.877 1.019 -0.041
C 2.807 -1.587 0.765 -0.005
H 3.133 -0.397 3.812 0.142
H 2.395 -2.706 4.390 0.115
H 1.895 -4.323 2.540 0.106
H 2.196 -3.534 0.179 0.116
H 2.966 -1.186 -0.224 0.132
C 3.426 3.582 2.429 0.014
N 2.593 4.375 3.381 -0.150
C 2.928 5.824 3.301 0.010
C 1.086 4.108 3.221 -0.063
C 0.425 4.644 1.972 -0.243
C -0.187 5.904 2.073 -0.060
C -0.858 6.472 1.004 -0.078
C -0.944 5.781 -0.196 -0.063
C -0.355 4.528 -0.315 -0.117
C 0.337 3.942 0.752 -0.144
H 4.477 3.821 2.580 0.114
H 3.137 3.836 1.418 0.051
H 3.254 2.516 2.592 0.080
H 2.819 4.046 4.313 0.176
H 2.661 6.187 2.314 0.104
H 3.994 5.962 3.463 0.103
H 2.366 6.375 4.051 0.105
H 0.616 4.549 4.100 0.136
H 0.974 3.031 3.257 0.081
H -0.147 6.440 3.021 0.110
H -1.321 7.446 1.112 0.105
H -1.469 6.218 -1.041 0.110
H -0.425 4.001 -1.264 0.106
```

## Properties
Net charge: +1
Spin multiplicity: 2
Electronic energy (eV): -77475.86754
Orbital gap (spin up / spin down) (eV): 2.79 / 4.65
⟨S²⟩: 0.788
HOMO (spin up / spin down) (eV): -6.0 / -7.9

=====

Here is C47H46IrN4OPS3 as an isolated structure from the OMol25 dataset. Energies are from ωB97M-V/def2-TZVPD.

```
103
Properties=species:S:1:pos:R:3:lowdin_charge:R:1
Ir -0.310 0.192 -1.090 0.780
S 0.034 -0.118 1.413 0.712
C 1.683 0.318 1.722 -0.615
N 2.039 0.404 3.033 -0.122
C 3.441 0.498 3.348 -0.104
C 4.118 1.446 2.365 -0.107
N 3.897 0.947 1.033 -0.127
C 4.945 1.028 0.041 -0.147
C 5.418 -0.343 -0.389 -0.246
C 5.807 -1.268 0.571 -0.037
C 6.188 -2.546 0.201 -0.070
C 6.184 -2.908 -1.136 -0.079
C 5.821 -1.983 -2.102 -0.070
C 5.438 -0.706 -1.728 -0.074
C 2.650 0.495 0.717 -0.599
S 2.362 0.169 -0.953 0.777
C 1.104 0.552 4.130 -0.131
C 1.268 1.909 4.770 -0.219
C 1.729 2.032 6.074 -0.044
C 1.928 3.283 6.628 -0.069
C 1.671 4.421 5.883 -0.076
C 1.211 4.306 4.581 -0.072
C 1.007 3.056 4.028 -0.044
H 3.905 -0.494 3.266 0.138
H 3.557 0.863 4.367 0.130
H 5.189 1.505 2.561 0.134
H 3.682 2.449 2.464 0.139
H 5.777 1.586 0.474 0.136
H 4.577 1.578 -0.830 0.105
H 5.818 -0.986 1.615 0.106
H 6.482 -3.262 0.957 0.107
H 6.470 -3.908 -1.426 0.106
H 5.823 -2.259 -3.147 0.108
H 5.149 0.016 -2.479 0.108
H 1.282 -0.246 4.861 0.140
H 0.097 0.429 3.730 0.070
H 1.931 1.148 6.662 0.116
H 2.290 3.370 7.640 0.109
H 1.832 5.395 6.316 0.107
H 1.014 5.192 3.998 0.105
H 0.648 2.963 3.012 0.070
O 0.839 1.757 -3.705 -0.022
N -0.418 1.359 -3.303 -0.090
C -1.375 1.937 -3.914 -0.069
C -2.784 1.599 -3.821 -0.210
C -3.516 1.844 -4.991 -0.016
C -4.836 1.465 -5.122 -0.045
C -5.478 0.847 -4.060 -0.039
C -4.791 0.633 -2.880 -0.058
C -3.453 0.993 -2.736 -0.300
P -2.698 0.727 -1.090 1.017
C -3.687 -0.598 -0.319 -0.352
C -4.841 -0.346 0.420 -0.092
C -5.500 -1.393 1.038 -0.065
C -5.005 -2.685 0.956 -0.062
C -3.864 -2.938 0.215 -0.057
C -3.212 -1.902 -0.426 -0.087
C -3.268 2.184 -0.166 -0.379
C -3.958 3.223 -0.777 -0.068
C -4.412 4.290 -0.024 -0.060
C -4.170 4.332 1.337 -0.063
C -3.455 3.313 1.949 -0.069
C -2.999 2.245 1.202 -0.140
H 1.469 1.287 -3.131 0.033
H -1.122 2.673 -4.677 0.149
H -3.026 2.327 -5.825 0.120
H -5.361 1.649 -6.046 0.115
H -6.510 0.545 -4.147 0.116
H -5.306 0.170 -2.049 0.105
H -5.216 0.664 0.516 0.110
H -6.404 -1.202 1.593 0.109
H -5.502 -3.489 1.475 0.110
H -3.480 -3.944 0.143 0.111
H -2.322 -2.090 -1.013 0.068
H -4.153 3.193 -1.837 0.103
H -4.964 5.083 -0.505 0.112
H -4.538 5.159 1.923 0.110
H -3.263 3.357 3.011 0.112
H -2.440 1.450 1.679 0.082
S 0.009 3.374 0.211 0.840
C 0.075 2.161 -0.758 -0.777
C 0.457 -3.299 0.989 -0.126
N 1.043 -3.939 -0.145 -0.272
C 0.562 -5.243 -0.488 -0.098
C 1.542 -3.102 -1.199 -0.189
C 0.509 -2.790 -2.277 -0.231
C 0.334 -3.792 -3.234 -0.063
C -0.603 -3.684 -4.239 -0.079
C -1.392 -2.552 -4.291 -0.086
C -1.206 -1.546 -3.358 -0.177
C -0.263 -1.628 -2.325 -0.259
H 0.173 -4.039 1.735 0.086
H -0.440 -2.718 0.729 0.033
H 1.187 -2.617 1.427 0.053
H 0.417 -5.822 0.422 0.082
H 1.291 -5.754 -1.118 0.085
H -0.396 -5.202 -1.027 0.081
H 2.378 -3.626 -1.672 0.123
H 1.913 -2.175 -0.763 0.027
H 0.970 -4.664 -3.210 0.106
H -0.710 -4.472 -4.969 0.105
H -2.138 -2.431 -5.063 0.102
H -1.847 -0.683 -3.452 0.041
```

## Properties
Net charge: +1
Spin multiplicity: 2
Electronic energy (eV): -102118.65192
Orbital gap (spin up / spin down) (eV): 5.19 / 5.25
⟨S²⟩: 0.756
HOMO (spin up / spin down) (eV): -9.1 / -9.2

=====

Here is C47H47AlF6N3O3P2S2Te as an isolated structure from the OMol25 dataset. Energies are from ωB97M-V/def2-TZVPD.

```
112
Properties=species:S:1:pos:R:3:lowdin_charge:R:1
Al 1.066 -0.369 -0.116 0.002
C 0.452 0.272 3.103 -0.025
C 1.457 1.088 2.369 -0.553
N 1.876 0.842 1.136 0.041
C 2.811 1.774 0.705 -0.392
C 3.059 2.751 1.606 -0.269
S 2.197 2.447 3.046 1.186
C 2.962 1.189 -1.706 -0.311
C 3.394 1.504 -2.950 -0.265
S 2.623 0.509 -4.109 1.186
C 1.718 -0.262 -2.910 -0.590
N 1.959 0.225 -1.706 0.046
C 0.848 -1.445 -3.171 -0.051
H 0.738 -0.781 3.090 0.109
H -0.533 0.353 2.637 0.073
H 0.382 0.603 4.137 0.097
H 3.751 3.570 1.511 0.111
H 4.151 2.212 -3.227 0.089
H 0.090 -1.234 -3.920 0.091
H 0.355 -1.797 -2.262 0.040
H 1.472 -2.267 -3.521 0.095
O -2.021 -1.254 1.846 0.107
C -1.501 -1.631 0.830 -0.594
O -0.411 -1.030 0.339 -0.017
C -2.025 -2.761 -0.012 -0.240
P -0.738 -3.976 -0.578 1.085
C -1.866 -5.191 -1.351 -0.387
C -1.867 -5.286 -2.740 -0.112
C -2.721 -6.169 -3.389 -0.083
C -3.573 -6.972 -2.648 -0.079
C -3.572 -6.893 -1.260 -0.072
C -2.724 -6.008 -0.616 -0.083
C -0.304 -4.809 0.989 -0.384
C -0.822 -4.475 2.237 -0.086
C -0.403 -5.149 3.379 -0.076
C 0.524 -6.173 3.283 -0.080
C 1.037 -6.524 2.040 -0.073
C 0.634 -5.841 0.906 -0.112
H -2.419 -2.328 -0.937 0.101
H -2.854 -3.225 0.521 0.102
H -1.184 -4.673 -3.317 0.089
H -2.711 -6.237 -4.469 0.105
H -4.233 -7.668 -3.149 0.106
H -4.231 -7.527 -0.681 0.107
H -2.718 -5.960 0.467 0.107
H -1.567 -3.696 2.344 0.089
H -0.820 -4.881 4.341 0.105
H 0.845 -6.702 4.171 0.105
H 1.759 -7.326 1.955 0.108
H 1.047 -6.114 -0.058 0.105
F 2.238 -1.657 0.098 -0.113
P 3.863 -2.766 -0.519 0.296
F 4.491 -1.317 -0.752 -0.097
F 2.920 -3.979 -0.200 -0.083
F 3.166 -2.626 -1.945 -0.106
F 5.102 -3.572 -0.981 -0.038
F 4.233 -2.648 1.013 -0.090
C -3.900 5.603 -4.884 -0.039
C -3.087 4.862 -3.861 -0.252
C -2.665 5.476 -2.690 -0.004
C -1.910 4.812 -1.731 -0.294
C -1.515 5.566 -0.492 -0.074
C -1.575 3.467 -1.958 -0.382
Te -0.416 2.517 -0.453 1.583
N 3.533 1.598 -0.483 0.113
C 4.964 1.750 -0.443 -0.330
O 5.553 2.078 -1.437 0.137
C 5.663 1.483 0.847 -0.157
C 5.279 0.474 1.727 -0.033
C 6.033 0.230 2.861 -0.049
C 7.158 1.001 3.130 -0.059
C 7.543 2.004 2.252 -0.056
C 6.804 2.237 1.102 -0.009
C -1.872 2.475 1.079 -0.382
C -3.043 1.728 0.883 -0.287
C -3.363 1.026 -0.407 -0.054
C -3.965 1.657 1.919 0.000
C -3.757 2.290 3.136 -0.247
C -4.751 2.168 4.256 -0.037
C -2.597 3.033 3.295 -0.010
C -1.644 3.149 2.287 -0.314
C -0.458 4.036 2.575 -0.117
C -1.984 2.823 -3.129 -0.314
C -1.670 1.395 -3.458 -0.079
C -2.733 3.537 -4.059 -0.011
H -4.079 6.632 -4.578 0.078
H -4.868 5.122 -5.034 0.087
H -3.391 5.620 -5.848 0.087
H -2.930 6.512 -2.513 0.119
H -1.788 6.615 -0.588 0.083
H -0.440 5.509 -0.308 0.063
H -2.021 5.167 0.388 0.072
H 4.422 -0.150 1.515 0.098
H 5.750 -0.572 3.530 0.114
H 7.741 0.811 4.021 0.111
H 8.424 2.597 2.454 0.111
H 7.107 2.996 0.393 0.124
H -2.520 0.433 -0.759 0.040
H -3.603 1.744 -1.194 0.086
H -4.220 0.367 -0.275 0.092
H -4.868 1.076 1.771 0.124
H -5.676 1.705 3.917 0.079
H -4.991 3.145 4.676 0.085
H -4.345 1.556 5.064 0.088
H -2.423 3.551 4.233 0.129
H -0.777 5.079 2.636 0.094
H 0.321 3.977 1.818 -0.001
H -0.021 3.784 3.543 0.049
H -1.178 0.890 -2.630 0.007
H -1.019 1.348 -4.333 0.088
H -2.581 0.842 -3.693 0.096
H -3.052 3.031 -4.965 0.129
```

## Properties
Net charge: +1
Electronic energy (eV): -130565.12077
Orbital gap (eV): 7.69
HOMO (eV): -10.4